Record 1
Computed, not measured: 2 unconnected molecules or ions with the total composition C2H8O2S in a non-equilibrium geometry, with ωB97M-V/def2-TZVPD.

```
13
Properties=species:S:1:pos:R:3:nbo_charge:R:1
C 0.000 0.000 0.000 -0.257
O -1.290 -0.267 0.468 -0.523
C -2.167 0.805 0.161 -0.225
S -2.082 2.330 1.076 -0.044
H 0.433 0.945 0.369 0.163
H -0.010 0.024 -1.103 0.166
H 0.643 -0.834 0.328 0.198
H -1.954 1.072 -0.892 0.172
H -3.181 0.362 0.198 0.226
H -0.774 2.657 1.025 0.125
O 5.156 -2.076 2.374 -0.939
H 4.481 -1.385 2.191 0.469
H 5.479 -2.350 1.486 0.470
```

LUMO level: 0.50 eV
largest force on an atom: 0.044 hartree/bohr
orbital gap: 9.93 eV
total energy: -17132.852 eV

Record 2
Computed, not measured: 3 unconnected molecules or ions with the total composition C2H8O3 in a non-equilibrium geometry, with ωB97M-V/def2-TZVPD.

```
13
Properties=species:S:1:pos:R:3:lowdin_spin:R:1
C -1.501 0.545 -1.014 0.095
C -1.002 -0.596 -0.533 0.159
O 0.034 -0.717 0.348 0.156
H -2.292 0.406 -1.742 0.007
H -1.045 1.507 -0.841 0.034
H -1.389 -1.583 -0.744 0.009
H 0.717 -0.032 0.175 0.114
H 0.885 -0.867 4.513 0.020
H -0.246 -1.398 3.597 0.025
O 0.515 -0.806 3.631 0.070
H 1.006 1.130 -2.298 0.039
H 2.519 1.052 -2.267 0.085
O 1.798 1.360 -2.824 0.187
```

2S+1: 2
LUMO level (spin up / spin down): 3.70 / 3.76 eV
total charge: -1
largest force on an atom: 0.026 hartree/bohr
orbital gap (spin up / spin down): 2.69 / 9.18 eV
total energy: -8344.123 eV